No. 1
A gas-phase ion, CH3N2 (charge +1) in a non-equilibrium geometry, computed with ωB97M-V/def2-TZVPD.

Geometry as XYZ:
```
6
Properties=species:S:1:pos:R:3:lowdin_charge:R:1
C -0.58332 -0.74151 0.66046 0.31
N 0.08507 0.27205 -0.36265 0.07
N 0.61659 1.09229 -0.95532 0.29
H -0.75975 -0.29316 1.61357 0.08
H -0.98464 -1.58889 0.14331 0.08
H 1.62605 1.25922 -1.09936 0.19
```

## Properties
* ΔE to the lowest compared entry with this formula, charge and spin: 3.280 eV
* net charge: +1
* SMILES: C=[N+]=N


No. 2
A gas-phase ion, C4H8NO2 (charge +1) in a non-equilibrium geometry, computed with ωB97M-V/def2-TZVPD.

Geometry as XYZ:
```
15
Properties=species:S:1:pos:R:3:lowdin_charge:R:1
C -2.06022 -0.78799 0.05627 0.01
C -0.82820 -0.01806 0.04834 -0.24
C 0.30029 -0.73306 -0.00958 -0.29
C 1.71038 -0.18260 -0.04478 0.03
N -0.90684 1.39547 -0.07225 0.10
O -3.28087 -0.36290 -0.05460 0.16
O 0.21340 -2.03379 -0.06304 0.12
H -1.83743 -1.85948 -0.04895 0.16
H 2.67992 -0.86301 0.19844 0.17
H 1.84545 0.67903 0.48577 0.04
H 1.82084 0.30287 -1.09074 0.15
H -1.79700 1.92186 0.36224 0.17
H -0.03750 1.86910 -0.02466 0.07
H -3.39796 0.62142 -0.23406 0.18
H 1.09876 -2.42684 -0.09140 0.15
```

## Properties
* ΔE to the lowest compared entry with this formula, charge and spin: 2.392 eV
* net charge: +1


No. 3
C6H10O in the gas phase, computed with ωB97M-V/def2-TZVPD.

Geometry as XYZ:
```
17
Properties=species:S:1:pos:R:3:lowdin_charge:R:1
C -0.37784 0.48939 -1.73417 0.04
C -0.69609 -0.30332 -0.71140 -0.37
C -0.84267 -1.79584 -0.83396 -0.05
C -0.81291 0.30558 0.67327 -0.10
C 0.59609 0.11487 1.23563 -0.44
C 1.58162 1.26249 1.17322 -0.01
O 0.91455 -0.97376 1.66183 0.07
H -0.40201 1.57253 -1.62841 0.06
H -0.08634 0.08799 -2.69967 0.06
H -1.90318 -2.04859 -0.71049 0.09
H -0.28496 -2.33963 -0.06391 0.08
H -0.52924 -2.14999 -1.82113 0.08
H -1.49965 -0.23336 1.33412 0.12
H -1.12569 1.35378 0.60039 0.12
H 1.56029 1.77919 0.20800 0.08
H 2.58940 0.88797 1.36809 0.09
H 1.31863 1.99071 1.94859 0.09
```

## Properties
* ΔE to the lowest compared entry with this formula, charge and spin: 0.196 eV
* SMILES: C=C(C)CC(C)=O


No. 4
A molecular structure, C2H2BrO2S2 in a non-equilibrium geometry, computed with ωB97M-V/def2-TZVPD.

Geometry as XYZ:
```
9
Properties=species:S:1:pos:R:3:lowdin_charge:R:1
C -0.18940 -0.28337 -0.72823 -0.84
C -0.37910 0.28815 0.65881 -1.37
O -0.11022 0.54300 -1.80088 0.00
O -0.06333 -1.51659 -0.92042 -0.09
S -0.11179 1.85821 0.97431 0.54
S -0.18067 -0.98713 1.83071 0.71
Br -2.69814 -0.00407 -0.41962 0.10
H -0.04397 1.46093 -1.65859 0.04
H -0.46397 -1.94462 0.92557 -0.10
```

## Properties
* ΔE to the lowest compared entry with this formula, charge and spin: 0.470 eV
* net charge: -1